(1)
Entry from OMol25: C4H3LiOV as an isolated structure in a non-equilibrium geometry (ωB97M-V/def2-TZVPD).

Each line ends with the Mulliken charge.
Positions of all 10 atoms, in Å:
C 1.157 0.372 2.810  -0.683
C 1.761 0.951 1.912  -0.075
H 2.260 1.521 1.141  0.410
Li 0.252 -0.493 1.001  0.879
O -1.091 -2.020 3.912  -0.663
C -1.819 -1.773 2.932  0.323
C -1.693 -1.061 1.781  -0.839
V 0.378 -0.747 4.255  1.037
H -2.224 -2.615 2.096  0.237
H -2.487 -0.391 1.431  0.374

Properties
Charge: +1
2S+1: 5
LUMO energy (spin up / spin down) in Ha: -0.18936 / -0.18193

***

(2)
Entry from OMol25: a 13-piece molecular cluster, C26H41Cl37NO5P2S overall in a non-equilibrium geometry (ωB97M-V/def2-TZVPD).

Each line ends with the Mulliken charge.
Positions of all 113 atoms, in Å:
C 5.672 -1.806 2.849  -0.697
C 6.402 -2.558 1.670  -0.319
O 5.937 -3.895 1.426  -0.466
C 4.564 -3.830 1.051  1.942
C 4.141 -4.944 0.014  -0.807
C 2.925 -4.477 -0.899  -0.786
C 1.601 -4.433 -0.011  0.518
C 0.626 -3.327 -0.581  -1.828
C -0.165 -2.477 0.487  1.297
P -1.965 -2.999 0.179  0.508
S -2.583 -2.337 -1.540  -0.312
C 0.237 -0.974 0.319  -1.177
O 0.285 -0.426 -0.981  -0.146
C 0.014 0.985 -0.960  0.042
C 0.174 1.498 -2.452  -1.035
C 1.621 -1.063 1.118  0.371
C 2.845 -0.159 0.808  -0.928
N 1.516 -1.994 2.035  0.992
C 0.147 -2.613 2.012  -0.055
Cl -0.025 -4.255 2.794  0.017
P -0.773 -1.486 3.269  0.729
O 0.252 -0.524 3.861  -0.609
O -2.069 -0.676 2.625  -0.401
O -1.337 -2.408 4.539  -0.527
H 6.408 -1.532 3.653  0.350
H 4.870 -2.401 3.353  0.035
H 5.209 -0.826 2.543  0.175
H 7.481 -2.621 1.942  0.561
H 6.318 -1.980 0.705  0.189
H 3.947 -4.013 1.985  -1.009
H 4.226 -2.836 0.653  -0.592
H 3.781 -5.832 0.586  0.024
H 5.033 -5.202 -0.616  0.184
H 2.813 -5.103 -1.816  0.395
H 3.215 -3.449 -1.263  0.294
H 1.135 -5.446 -0.154  0.096
H 1.956 -4.274 1.032  -0.017
H -0.131 -3.862 -1.219  0.800
H 1.214 -2.707 -1.309  0.351
H -2.853 -2.607 1.222  0.148
H -1.978 -4.441 0.166  -0.107
H -0.312 -0.182 0.892  0.279
H 0.763 1.544 -0.332  0.236
H -1.044 1.209 -0.670  0.233
H -0.798 1.471 -3.003  0.121
H 0.897 0.875 -3.035  0.284
H 0.549 2.554 -2.463  0.416
H 2.926 0.609 1.615  0.286
H 3.778 -0.770 0.715  -0.124
H 2.659 0.285 -0.204  0.293
H 2.243 -2.300 2.689  -0.059
H -1.803 0.261 2.630  0.360
H -0.573 -2.655 5.089  0.367
C -1.782 3.296 -5.640  -0.071
Cl -0.469 2.296 -6.272  -0.119
Cl -2.987 2.294 -4.822  -0.082
Cl -1.153 4.530 -4.542  -0.089
H -2.263 3.795 -6.475  0.361
C 3.728 -6.429 4.342  -0.146
Cl 3.228 -4.742 4.124  -0.007
Cl 3.302 -7.391 2.922  -0.108
Cl 5.458 -6.524 4.666  -0.098
H 3.196 -6.832 5.198  0.404
C -6.218 4.349 -4.793  -0.003
Cl -7.672 5.087 -5.473  -0.112
Cl -4.822 4.644 -5.832  -0.110
Cl -5.911 4.962 -3.163  -0.078
H -6.376 3.277 -4.731  0.309
C -5.092 3.967 0.457  0.263
Cl -3.774 3.007 -0.230  -0.014
Cl -6.262 2.920 1.269  -0.139
Cl -4.460 5.182 1.572  -0.114
H -5.598 4.480 -0.355  -0.023
C 6.381 -4.115 -3.431  0.085
Cl 5.016 -4.517 -4.480  -0.126
Cl 7.819 -3.750 -4.390  -0.133
Cl 5.976 -2.755 -2.376  -0.086
H 6.597 -4.977 -2.807  0.243
C -3.494 -6.955 -1.213  -0.065
Cl -4.570 -5.608 -0.821  -0.083
Cl -3.455 -7.235 -2.955  -0.112
Cl -1.862 -6.645 -0.596  -0.047
H -3.876 -7.849 -0.731  0.370
C -3.857 8.814 0.641  0.042
Cl -4.358 10.496 0.439  -0.113
Cl -4.356 7.845 -0.751  -0.041
Cl -2.108 8.710 0.875  -0.119
H -4.344 8.416 1.525  0.236
C -7.106 -0.601 -0.011  0.662
Cl -8.871 -0.623 -0.080  -0.119
Cl -6.519 -1.689 1.256  -0.126
Cl -6.413 -1.038 -1.577  -0.110
H -6.785 0.405 0.231  -0.290
C -7.687 8.662 -6.872  0.369
Cl -9.140 9.401 -7.555  -0.123
Cl -6.291 8.953 -7.916  -0.125
Cl -7.384 9.275 -5.241  -0.110
H -7.847 7.590 -6.811  -0.014
C 9.954 -3.278 -1.110  0.292
Cl 11.394 -4.217 -0.705  -0.125
Cl 8.568 -3.815 -0.151  -0.027
Cl 10.246 -1.551 -0.864  -0.134
H 9.725 -3.438 -2.159  0.018
C -5.529 13.363 2.807  0.284
Cl -6.747 13.013 4.039  -0.122
Cl -5.687 15.026 2.231  -0.117
Cl -3.903 13.074 3.438  -0.119
H -5.692 12.695 1.968  0.066
C 1.945 0.070 6.916  0.224
Cl 1.248 -0.802 8.285  -0.124
Cl 2.855 1.478 7.470  -0.126
Cl 2.978 -1.001 5.959  -0.069
H 1.134 0.414 6.281  0.096

Properties
Charge: +1
2S+1: 1
LUMO energy in Ha: -0.15061

***

(3)
Entry from OMol25: C47H117N7O16Zn as an isolated structure in a non-equilibrium geometry (ωB97M-V/def2-TZVPD).

Each line ends with the Mulliken charge.
Positions of all 188 atoms, in Å:
Zn -2.125 -3.189 1.710  -0.533
C -4.369 -0.979 -0.259  0.774
C -4.705 -2.158 0.620  -0.671
O -3.901 -2.285 1.738  -0.477
H -5.108 -0.677 -1.004  0.523
H -3.442 -1.149 -0.827  -0.779
H -4.023 -0.095 0.283  -0.349
H -4.780 -3.095 0.032  0.220
H -5.734 -2.038 0.999  0.401
C -0.782 0.389 0.082  1.237
C -0.109 -0.839 0.582  1.011
C 1.220 -0.447 1.298  0.104
O -0.913 -1.594 1.415  1.813
H -0.114 1.139 -0.353  -0.399
H -1.276 0.991 0.854  -0.122
H -1.635 0.228 -0.584  -0.500
H 0.172 -1.442 -0.300  -1.144
H 1.647 -1.389 1.642  -0.535
H 0.886 0.168 2.139  0.398
H 1.907 0.199 0.751  -0.619
C 1.143 -3.930 2.653  -0.728
O -0.080 -4.246 2.022  -0.380
C 0.095 -5.263 1.034  0.027
C -1.207 -5.726 0.446  -0.692
N -2.129 -4.571 0.241  -0.209
C -1.900 -3.783 -1.024  1.869
C -1.884 -4.642 -2.306  -1.181
O -0.761 -5.479 -2.462  -0.131
C -0.689 -6.050 -3.732  -0.911
H 1.411 -4.827 3.226  0.527
H 1.188 -3.026 3.252  0.111
H 1.975 -3.850 1.941  0.053
H 0.715 -6.080 1.414  0.613
H 0.720 -4.913 0.202  -0.257
H -1.606 -6.534 1.068  0.516
H -1.038 -6.297 -0.465  0.260
H -2.975 -5.104 0.052  0.513
H -0.972 -3.217 -1.019  -1.561
H -2.868 -3.287 -1.102  -0.099
H -1.930 -3.901 -3.112  0.187
H -2.854 -5.159 -2.324  0.499
H -1.533 -6.711 -3.956  0.326
H 0.207 -6.680 -3.733  0.309
H -0.459 -5.447 -4.618  0.297
C -2.452 2.923 -2.387  -0.133
O -3.493 2.950 -1.397  -0.341
C -3.345 3.934 -0.354  -1.174
C -2.234 3.619 0.631  2.139
N -1.425 4.807 0.856  0.110
C -0.140 4.443 1.463  0.952
C 0.399 5.392 2.526  -1.089
O -0.218 5.175 3.774  -0.390
C -1.395 5.952 4.000  -0.621
H -2.345 3.988 -2.622  0.490
H -2.773 2.230 -3.152  0.101
H -1.480 2.622 -1.982  -0.230
H -4.322 3.835 0.121  0.094
H -3.280 4.851 -0.951  0.424
H -1.670 2.841 0.112  -1.281
H -2.553 3.361 1.642  -0.012
H -1.214 5.286 -0.014  -0.105
H 0.592 4.130 0.711  -0.348
H -0.329 3.551 2.073  -0.048
H 0.128 6.413 2.218  0.322
H 1.483 5.337 2.626  0.352
H -1.847 5.984 4.988  0.275
H -2.202 5.642 3.330  0.130
H -1.073 6.952 3.691  0.309
C -1.585 7.842 -0.669  -0.965
O -1.220 6.894 -1.661  -0.166
C -0.162 7.392 -2.428  -0.582
C 0.202 6.346 -3.499  -0.898
N 0.864 5.125 -3.015  -0.113
C 2.302 5.332 -2.850  -0.957
C 2.941 4.056 -2.303  -0.527
O 2.378 3.764 -1.041  -0.170
C 2.932 2.599 -0.485  -0.178
H -2.529 7.617 -0.180  0.263
H -1.778 8.823 -1.127  0.396
H -0.752 8.047 0.009  0.353
H 0.732 7.527 -1.796  0.335
H -0.473 8.363 -2.837  0.471
H 0.909 6.874 -4.139  0.419
H -0.763 6.114 -3.951  0.367
H 0.529 4.811 -2.110  0.028
H 2.446 6.147 -2.131  0.362
H 2.707 5.474 -3.853  0.441
H 4.024 4.229 -2.209  0.414
H 2.982 3.314 -3.110  0.254
H 2.435 2.433 0.476  0.002
H 3.963 2.702 -0.115  0.582
H 2.958 1.708 -1.113  -0.217
C 1.232 0.374 -2.919  0.668
O 0.388 -0.179 -3.887  -0.627
C -0.875 -0.494 -3.314  2.808
C -1.755 -1.233 -4.332  -1.673
N -3.132 -1.467 -3.856  0.116
C -3.879 -0.173 -3.830  0.468
C -5.358 -0.444 -3.803  -1.359
O -5.835 -0.788 -5.100  -0.360
C -7.142 -1.261 -5.122  -0.793
H 2.024 0.993 -3.347  0.422
H 1.814 -0.350 -2.334  -0.358
H 0.694 1.011 -2.214  -0.568
H -1.338 0.436 -2.974  -0.669
H -0.628 -1.076 -2.419  -0.669
H -1.284 -2.219 -4.324  0.066
H -1.721 -0.735 -5.303  0.424
H -3.581 -2.150 -4.451  0.277
H -3.631 0.453 -4.694  0.618
H -3.525 0.317 -2.926  -0.474
H -5.892 0.390 -3.336  0.499
H -5.566 -1.334 -3.198  0.435
H -7.944 -0.530 -4.975  0.302
H -7.374 -2.044 -4.385  0.309
H -7.299 -1.778 -6.069  0.286
C -6.208 0.834 2.778  -0.705
O -5.099 0.502 3.595  -0.397
C -3.935 1.223 3.235  0.379
C -2.825 0.942 4.237  -0.816
N -2.329 -0.431 4.094  0.112
C -1.477 -0.953 5.170  -0.262
C -1.856 -0.864 6.620  -0.943
O -3.092 -1.452 6.924  -0.241
C -3.320 -1.616 8.298  -0.825
H -6.388 0.087 2.007  0.136
H -6.206 1.829 2.315  0.289
H -7.099 0.964 3.398  0.321
H -4.168 2.288 3.148  0.703
H -3.568 0.829 2.279  -0.590
H -3.246 1.166 5.217  0.439
H -1.904 1.495 4.005  0.326
H -1.731 -0.595 3.289  -0.271
H -0.454 -0.591 4.973  0.220
H -1.352 -2.012 4.896  0.202
H -1.757 0.208 6.838  0.389
H -0.994 -1.358 7.083  0.434
H -4.362 -1.896 8.463  0.250
H -3.072 -0.732 8.888  0.320
H -2.812 -2.489 8.728  0.308
C 2.270 -4.043 -4.460  -0.741
O 2.596 -3.184 -3.423  -0.382
C 2.044 -3.486 -2.155  -0.332
C 2.796 -2.918 -0.932  1.170
N 3.997 -3.604 -0.503  -0.137
C 4.983 -3.739 -1.582  -0.708
C 6.401 -4.059 -1.115  -0.811
O 6.457 -5.342 -0.533  -0.347
C 7.729 -5.660 -0.011  -0.742
H 1.252 -3.775 -4.779  0.117
H 2.356 -5.133 -4.363  0.338
H 2.930 -3.849 -5.310  0.345
H 1.958 -4.571 -2.029  0.849
H 1.065 -2.989 -2.213  -0.187
H 2.016 -2.938 -0.168  -1.511
H 3.069 -1.890 -1.182  -0.045
H 3.839 -4.555 -0.185  0.532
H 4.931 -2.792 -2.122  0.512
H 4.752 -4.521 -2.317  0.264
H 6.672 -3.260 -0.415  0.240
H 7.127 -4.050 -1.936  0.489
H 7.755 -6.634 0.465  0.251
H 8.098 -4.893 0.678  0.281
H 8.430 -5.607 -0.855  0.312
C 5.497 0.948 -2.131  -0.867
O 4.949 0.366 -0.954  0.329
C 5.843 -0.484 -0.249  -1.450
C 5.266 -1.069 1.013  0.112
N 5.154 0.056 1.970  -0.366
C 4.538 -0.386 3.212  0.169
C 4.291 0.822 4.126  -0.975
O 3.163 1.410 3.515  0.008
C 2.516 2.376 4.320  -0.564
H 6.277 1.674 -1.885  0.283
H 4.661 1.440 -2.621  0.122
H 5.925 0.190 -2.791  0.371
H 6.691 0.177 -0.011  0.609
H 6.326 -1.168 -0.961  0.568
H 6.019 -1.842 1.210  0.377
H 4.341 -1.643 0.921  -0.145
H 4.496 0.593 1.408  0.060
H 5.253 -1.005 3.763  0.455
H 3.611 -0.898 2.941  -0.305
H 5.106 1.554 4.198  0.374
H 4.156 0.524 5.175  0.494
H 3.098 3.290 4.497  0.291
H 2.310 1.999 5.326  0.410
H 1.613 2.697 3.805  -0.193

Properties
Charge: 0
2S+1: 1
LUMO energy in Ha: 0.00315
Energy relative to the best compared isomer or geometry (same formula, charge and spin) in kJ/mol: 404.15

***

(4)
Entry from OMol25: a 2-piece molecular cluster, C24H34N8O2 overall in a non-equilibrium geometry (ωB97M-V/def2-TZVPD).

Each line ends with the Mulliken charge.
Positions of all 68 atoms, in Å:
C -1.425 1.071 -5.557  -1.439
C -1.834 1.061 -4.077  0.474
C -2.838 -0.078 -3.829  -1.632
C -0.586 0.942 -3.206  0.195
N -0.206 -0.308 -2.856  -0.378
C 0.873 -0.440 -2.081  -0.018
N 1.231 -1.681 -1.763  -0.744
C 2.285 -1.791 -0.999  0.072
N 2.659 -3.030 -0.713  -0.355
N 3.082 -0.851 -0.556  -0.673
C 2.687 0.364 -0.866  0.361
N 3.531 1.308 -0.381  -0.386
C 1.590 0.687 -1.658  1.112
N 1.265 1.958 -2.016  -0.425
C 0.171 2.094 -2.799  0.198
C -0.196 3.520 -3.207  0.702
C -0.911 4.227 -2.050  -1.405
C 1.041 4.328 -3.631  -1.641
H -0.947 0.123 -5.826  0.362
H -2.303 1.211 -6.196  0.386
H -0.718 1.881 -5.763  0.358
H -2.357 1.989 -3.835  0.347
H -3.755 0.091 -4.400  0.445
H -2.419 -1.044 -4.130  0.359
H -3.097 -0.130 -2.766  0.294
H 2.262 -3.682 -1.375  0.294
H 3.646 -3.079 -0.508  0.280
H 3.430 2.203 -0.853  0.282
H 4.456 0.942 -0.201  0.283
H -0.864 3.510 -4.070  0.291
H -0.250 4.302 -1.181  0.265
H -1.808 3.672 -1.758  0.277
H -1.211 5.237 -2.346  0.493
H 1.577 3.811 -4.433  0.361
H 0.742 5.316 -3.997  0.451
H 1.726 4.468 -2.788  0.281
C -1.297 -0.366 4.900  -0.636
N -2.037 -1.355 4.117  -0.018
C -1.547 -2.341 3.358  -0.148
O -2.329 -3.054 2.741  -0.714
C -0.022 -2.551 3.223  0.590
C 0.491 -2.038 1.872  -3.087
C 0.090 -0.614 1.547  1.467
C -1.063 -0.366 0.780  -0.015
C -1.444 0.955 0.486  -1.016
C -0.673 2.029 0.962  -0.497
C 0.485 1.784 1.720  -1.122
C 0.868 0.463 2.012  -0.130
N 0.357 -3.964 3.348  -0.019
C 0.589 -4.645 4.467  0.634
C 0.520 -3.940 5.808  -0.891
O 0.876 -5.831 4.425  -0.688
H -0.717 -0.858 5.682  0.244
H -0.630 0.203 4.251  0.160
H -1.999 0.328 5.366  0.353
H -3.044 -1.286 4.106  0.272
H 0.484 -1.978 3.995  0.591
H 1.580 -2.103 1.868  0.498
H 0.119 -2.690 1.079  0.586
H -1.654 -1.193 0.409  0.486
H -2.326 1.140 -0.110  0.441
H -0.964 3.044 0.736  0.673
H 1.092 2.610 2.062  0.404
H 1.769 0.275 2.578  0.377
H 0.378 -4.509 2.500  0.248
H -0.471 -3.515 5.945  0.251
H 0.711 -4.671 6.593  0.326
H 1.281 -3.163 5.848  0.255

Properties
Charge: 0
2S+1: 1
SMILES: CC(C)c1nc2nc(N)nc(N)c2nc1C(C)C.CNC(=O)[C@H](Cc1ccccc1)NC(C)=O
LUMO energy in Ha: -0.01281
Energy relative to the best compared isomer or geometry (same formula, charge and spin) in kJ/mol: 0.00